[1]
{
  "formula": "C48H66Cl8F30O20",
  "method": "ωB97M-V with the def2-TZVPD basis set",
  "de_lowest_kcal_mol": 0.00,
  "spin_multiplicity": 1,
  "elements": ["C", "C", "O", "C", "O", "C", "F", "F", "F", "H", "H", "H", "H", "H", "C", "C", "O", "C", "O", "C", "F", "F", "F", "H", "H", "H", "H", "H", "C", "C", "O", "C", "O", "C", "F", "F", "F", "H", "H", "H", "H", "H", "C", "C", "O", "C", "O", "C", "F", "F", "F", "H", "H", "H", "H", "H", "C", "C", "O", "C", "O", "C", "F", "F", "F", "H", "H", "H", "H", "H", "C", "C", "O", "C", "O", "C", "F", "F", "F", "H", "H", "H", "H", "H", "C", "C", "O", "C", "O", "C", "F", "F", "F", "H", "H", "H", "H", "H", "C", "C", "O", "C", "O", "C", "F", "F", "F", "H", "H", "H", "H", "H", "C", "C", "O", "C", "O", "C", "F", "F", "F", "H", "H", "H", "H", "H", "C", "C", "O", "C", "O", "C", "F", "F", "F", "H", "H", "H", "H", "H", "Cl", "C", "C", "Cl", "H", "H", "H", "H", "Cl", "C", "C", "Cl", "H", "H", "H", "H", "Cl", "C", "C", "Cl", "H", "H", "H", "H", "Cl", "C", "C", "Cl", "H", "H", "H", "H"],
  "coordinates": [[9.604, -4.658, -1.004], [8.480, -5.625, -0.694], [7.337, -4.990, -0.109], [6.677, -4.141, -0.858], [6.859, -3.933, -2.022], [5.537, -3.496, -0.054], [4.839, -2.682, -0.828], [4.712, -4.455, 0.403], [6.007, -2.814, 0.998], [9.783, -4.032, -0.125], [9.395, -4.044, -1.874], [10.537, -5.207, -1.137], [8.795, -6.366, 0.036], [8.162, -6.165, -1.590], [0.538, -0.467, 3.496], [0.435, 1.007, 3.741], [1.566, 1.335, 4.615], [1.651, 2.554, 5.084], [0.855, 3.431, 4.937], [2.943, 2.767, 5.900], [3.592, 3.820, 5.356], [2.678, 3.048, 7.167], [3.775, 1.726, 5.845], [-0.260, -0.824, 2.842], [0.533, -1.073, 4.394], [1.425, -0.620, 2.874], [-0.464, 1.316, 4.280], [0.538, 1.649, 2.866], [0.079, -0.947, -4.012], [0.211, -1.188, -5.490], [-1.053, -0.957, -6.137], [-1.063, -1.096, -7.445], [-0.122, -1.277, -8.155], [-2.456, -0.870, -8.078], [-3.420, -0.689, -7.157], [-2.413, 0.190, -8.873], [-2.798, -1.937, -8.808], [1.075, -1.003, -3.571], [-0.595, -1.624, -3.486], [-0.264, 0.074, -3.818], [0.541, -2.210, -5.675], [0.921, -0.475, -5.909], [-2.659, 0.597, 0.702], [-1.285, 0.901, 0.144], [-0.600, -0.348, -0.050], [0.721, -0.302, 0.014], [1.372, 0.638, 0.359], [1.400, -1.626, -0.395], [2.272, -1.369, -1.378], [2.061, -2.150, 0.630], [0.512, -2.524, -0.839], [-2.626, 0.357, 1.767], [-3.128, -0.222, 0.156], [-3.310, 1.472, 0.630], [-0.781, 1.538, 0.871], [-1.335, 1.429, -0.806], [-5.606, -2.162, 1.589], [-6.454, -1.796, 0.399], [-6.453, -0.356, 0.303], [-7.221, 0.225, -0.594], [-7.876, -0.316, -1.433], [-7.167, 1.768, -0.505], [-8.275, 2.249, 0.054], [-6.113, 2.183, 0.226], [-7.040, 2.286, -1.719], [-5.620, -3.245, 1.721], [-5.971, -1.692, 2.502], [-4.573, -1.841, 1.448], [-7.493, -2.125, 0.432], [-6.026, -2.216, -0.513], [1.545, 4.377, 1.755], [2.653, 3.366, 1.548], [3.943, 3.990, 1.612], [4.348, 4.652, 0.554], [3.879, 4.604, -0.544], [5.548, 5.584, 0.838], [6.704, 5.032, 0.441], [5.376, 6.716, 0.158], [5.644, 5.868, 2.140], [1.580, 4.720, 2.789], [0.570, 3.967, 1.500], [1.706, 5.284, 1.166], [2.562, 2.789, 0.626], [2.654, 2.613, 2.336], [6.816, 2.309, 3.361], [5.739, 1.450, 2.735], [5.883, 1.562, 1.299], [4.989, 0.909, 0.590], [4.088, 0.252, 1.023], [5.231, 1.082, -0.920], [6.395, 1.669, -1.204], [5.214, -0.138, -1.490], [4.241, 1.810, -1.466], [6.796, 2.127, 4.438], [6.708, 3.381, 3.213], [7.790, 2.003, 2.978], [4.755, 1.821, 3.012], [5.894, 0.412, 3.020], [-4.527, 0.621, 4.169], [-5.504, 1.187, 3.161], [-6.821, 0.633, 3.266], [-7.607, 1.125, 4.200], [-7.304, 1.872, 5.081], [-9.056, 0.619, 4.053], [-9.390, -0.086, 5.144], [-9.877, 1.668, 3.969], [-9.246, -0.163, 2.991], [-4.280, -0.424, 3.957], [-4.973, 0.634, 5.165], [-3.600, 1.184, 4.235], [-5.189, 1.069, 2.128], [-5.575, 2.265, 3.349], [-3.899, 4.535, 0.818], [-2.562, 5.056, 1.277], [-2.520, 5.291, 2.703], [-2.432, 4.222, 3.464], [-2.376, 3.081, 3.088], [-2.406, 4.592, 4.964], [-3.642, 4.774, 5.448], [-1.825, 3.621, 5.653], [-1.716, 5.720, 5.138], [-4.154, 3.607, 1.332], [-3.833, 4.215, -0.226], [-4.715, 5.248, 0.902], [-2.374, 6.053, 0.888], [-1.786, 4.367, 0.948], [4.312, -2.513, -5.555], [4.083, -2.466, -4.056], [3.043, -3.371, -3.651], [3.421, -4.597, -3.337], [4.494, -5.075, -3.550], [2.287, -5.378, -2.639], [1.104, -4.771, -2.768], [2.186, -6.590, -3.194], [2.549, -5.509, -1.339], [3.516, -2.005, -6.104], [4.387, -3.539, -5.907], [5.231, -1.978, -5.800], [3.712, -1.486, -3.754], [5.010, -2.631, -3.511], [0.956, 2.839, -4.092], [1.155, 3.023, -2.322], [1.056, 4.467, -1.928], [-0.648, 5.001, -2.221], [2.065, 2.535, -1.987], [0.304, 2.484, -1.912], [1.671, 5.149, -2.505], [1.253, 4.647, -0.878], [-2.726, -2.990, -1.076], [-3.759, -4.417, -1.254], [-3.435, -5.189, -2.512], [-1.905, -6.068, -2.323], [-4.806, -4.119, -1.216], [-3.596, -5.070, -0.396], [-3.345, -4.496, -3.348], [-4.220, -5.903, -2.747], [-3.212, 1.081, -2.771], [-3.591, 0.218, -4.292], [-3.896, -1.223, -4.001], [-5.321, -1.379, -2.947], [-2.725, 0.341, -4.935], [-4.405, 0.744, -4.785], [-3.059, -1.677, -3.477], [-4.076, -1.770, -4.925], [0.551, -3.940, 2.994], [-0.759, -4.044, 1.776], [-2.126, -4.020, 2.413], [-2.330, -2.562, 3.405], [-0.554, -4.930, 1.183], [-0.643, -3.157, 1.162], [-2.308, -4.873, 3.060], [-2.862, -3.994, 1.611]]
}

[2]
{
  "formula": "C48H66F48O6",
  "method": "ωB97M-V with the def2-TZVPD basis set",
  "spin_multiplicity": 1,
  "elements": ["F", "C", "F", "C", "F", "F", "C", "O", "C", "F", "F", "C", "F", "F", "H", "H", "H", "H", "F", "C", "F", "C", "F", "F", "C", "O", "C", "F", "F", "C", "F", "F", "H", "H", "H", "H", "F", "C", "F", "C", "F", "F", "C", "O", "C", "F", "F", "C", "F", "F", "H", "H", "H", "H", "F", "C", "F", "C", "F", "F", "C", "O", "C", "F", "F", "C", "F", "F", "H", "H", "H", "H", "F", "C", "F", "C", "F", "F", "C", "O", "C", "F", "F", "C", "F", "F", "H", "H", "H", "H", "F", "C", "F", "C", "F", "F", "C", "O", "C", "F", "F", "C", "F", "F", "H", "H", "H", "H", "C", "C", "C", "C", "C", "C", "H", "H", "H", "H", "H", "H", "H", "H", "H", "H", "H", "H", "H", "H", "C", "C", "C", "C", "C", "C", "H", "H", "H", "H", "H", "H", "H", "H", "H", "H", "H", "H", "H", "H", "C", "C", "C", "C", "C", "C", "H", "H", "H", "H", "H", "H", "H", "H", "H", "H", "H", "H", "H", "H"],
  "coordinates": [[13.012, -14.056, -10.999], [12.169, -15.033, -10.875], [12.600, -15.903, -11.815], [11.944, -15.481, -9.437], [11.150, -14.788, -8.705], [13.112, -15.394, -8.766], [11.326, -16.877, -9.428], [10.087, -16.809, -10.173], [8.971, -17.406, -9.517], [9.319, -18.709, -9.149], [8.866, -16.732, -8.426], [7.678, -17.317, -10.405], [7.921, -17.891, -11.592], [6.529, -17.947, -10.009], [11.251, -14.628, -11.300], [11.211, -17.189, -8.390], [11.935, -17.512, -10.070], [7.403, -16.296, -10.667], [18.975, -8.161, -12.737], [18.381, -8.784, -13.732], [18.413, -10.144, -13.573], [17.057, -8.091, -14.062], [16.314, -8.765, -14.960], [17.200, -6.893, -14.601], [16.138, -8.064, -12.812], [16.041, -9.463, -12.310], [15.755, -9.631, -10.963], [16.892, -9.247, -10.327], [14.712, -8.817, -10.579], [15.354, -11.148, -10.684], [16.236, -12.047, -11.194], [15.178, -11.429, -9.394], [18.963, -8.584, -14.632], [15.181, -7.693, -13.180], [16.483, -7.248, -12.177], [14.427, -11.489, -11.145], [8.191, -9.470, -5.353], [9.373, -8.792, -5.596], [9.069, -7.545, -5.849], [10.542, -8.850, -4.532], [11.424, -7.914, -4.694], [11.124, -10.036, -4.884], [10.011, -8.724, -3.072], [10.977, -8.900, -2.087], [11.589, -7.742, -1.442], [11.702, -6.745, -2.222], [10.671, -7.431, -0.542], [12.824, -8.097, -0.614], [13.671, -8.822, -1.295], [13.571, -7.142, -0.016], [9.800, -9.236, -6.496], [9.287, -9.539, -3.032], [9.524, -7.769, -2.875], [12.486, -8.757, 0.185], [12.156, -16.324, -4.020], [11.208, -16.267, -3.050], [11.875, -16.230, -1.864], [10.179, -15.178, -3.355], [9.115, -15.423, -2.554], [9.602, -15.189, -4.559], [10.797, -13.761, -3.051], [11.112, -13.574, -1.674], [12.337, -12.866, -1.347], [13.336, -13.558, -1.933], [12.264, -11.681, -2.096], [12.420, -12.740, 0.134], [13.278, -11.832, 0.442], [11.192, -12.405, 0.565], [10.633, -17.191, -3.114], [10.192, -12.982, -3.514], [11.718, -13.768, -3.632], [12.754, -13.607, 0.702], [18.421, -15.056, -5.292], [17.286, -15.721, -5.530], [17.046, -15.411, -6.765], [17.337, -17.235, -5.196], [16.148, -17.795, -5.353], [17.572, -17.201, -3.902], [18.321, -18.100, -6.094], [19.670, -17.615, -6.281], [20.717, -17.636, -5.323], [20.336, -16.980, -4.244], [20.900, -18.969, -4.973], [21.937, -17.010, -6.076], [21.820, -15.656, -6.231], [23.104, -17.343, -5.469], [16.548, -15.163, -4.954], [17.771, -18.081, -7.035], [18.248, -19.142, -5.783], [21.866, -17.509, -7.042], [12.785, -9.750, -16.182], [12.026, -9.760, -15.098], [10.760, -9.970, -15.517], [12.501, -10.834, -14.067], [11.949, -10.685, -12.841], [13.717, -10.482, -13.761], [12.562, -12.288, -14.615], [11.270, -12.874, -14.731], [11.225, -14.093, -15.483], [11.591, -13.724, -16.717], [12.070, -15.017, -15.027], [9.680, -14.557, -15.452], [9.537, -15.788, -15.918], [9.196, -14.523, -14.179], [12.156, -8.748, -14.714], [13.072, -13.031, -14.002], [13.053, -12.291, -15.588], [9.006, -13.971, -16.076], [14.305, -13.102, -4.898], [13.718, -11.910, -5.642], [12.985, -12.350, -6.904], [12.484, -11.213, -7.750], [11.957, -11.605, -9.088], [11.447, -10.455, -9.914], [14.855, -12.732, -4.032], [15.000, -13.553, -5.606], [13.561, -13.782, -4.485], [13.174, -11.382, -4.858], [14.550, -11.207, -5.693], [12.144, -13.023, -6.739], [13.737, -12.855, -7.511], [11.606, -10.904, -7.183], [13.151, -10.400, -8.039], [12.840, -12.097, -9.498], [11.183, -12.346, -8.890], [11.062, -11.005, -10.772], [10.564, -10.028, -9.437], [12.107, -9.651, -10.240], [12.276, -7.321, -8.124], [11.899, -5.805, -8.112], [12.477, -4.832, -7.061], [12.030, -3.386, -6.976], [12.638, -2.526, -5.839], [12.184, -1.148, -5.846], [11.505, -7.839, -8.696], [12.335, -7.693, -7.102], [13.254, -7.582, -8.529], [11.955, -5.412, -9.127], [10.827, -5.868, -7.924], [13.566, -4.855, -7.004], [12.130, -5.278, -6.130], [12.328, -3.021, -7.959], [10.956, -3.425, -6.790], [12.332, -2.985, -4.899], [13.723, -2.421, -5.842], [12.717, -0.697, -6.682], [11.118, -0.963, -5.981], [12.488, -0.687, -4.906], [6.045, -9.053, -8.765], [7.092, -8.196, -9.501], [7.046, -6.679, -9.239], [5.861, -5.916, -9.910], [5.907, -4.390, -9.849], [7.105, -3.834, -10.593], [6.389, -10.087, -8.724], [5.099, -8.976, -9.303], [5.946, -8.701, -7.738], [8.044, -8.662, -9.247], [7.081, -8.350, -10.580], [7.981, -6.288, -9.640], [7.031, -6.537, -8.158], [5.825, -6.302, -10.929], [4.902, -6.346, -9.619], [4.958, -4.150, -10.328], [6.017, -3.947, -8.860], [7.209, -2.758, -10.458], [8.040, -4.386, -10.491], [6.883, -3.896, -11.658]]
}

Number 1: LUMO 0.18 eV, HOMO-LUMO gap 11.10 eV. Number 2: LUMO 0.32 eV, HOMO-LUMO gap 10.94 eV.